Record 1
# C9H26FeI2N4O3P2

A molecular structure, C9H26FeI2N4O3P2 (ωB97M-V/def2-TZVPD, OMol25).

Last column: natural (NBO) charge in e.
Positions of all 47 atoms, in Å:
Fe (0.002, 2.982, -0.671)  1.441
I (0.111, 3.920, 1.917)  0.231
C (0.106, 5.894, 1.059)  -0.661
I (-0.032, 5.742, -1.090)  0.313
H (1.035, 6.387, 1.320)  0.267
H (-0.758, 6.428, 1.441)  0.269
C (1.593, -2.516, -1.359)  -0.428
N (1.457, -1.076, -1.587)  -0.755
C (1.772, -0.615, -2.942)  -0.419
P (1.411, -0.045, -0.322)  2.500
O (1.432, 1.380, -0.727)  -1.151
O (0.105, -0.380, 0.537)  -1.079
P (-1.425, 0.022, 0.055)  2.511
O (-1.360, 1.399, -0.537)  -1.210
N (-1.947, -1.085, -1.006)  -0.813
C (-2.362, -0.734, -2.366)  -0.407
C (-2.180, -2.473, -0.606)  -0.418
N (-2.233, -0.164, 1.466)  -0.799
C (-3.699, -0.191, 1.393)  -0.419
C (-1.694, 0.311, 2.739)  -0.409
N (2.623, -0.468, 0.770)  -0.364
C (2.444, -0.650, 2.196)  -0.465
C (3.985, -0.490, 0.271)  -0.470
H (2.614, -2.853, -1.560)  0.231
H (0.935, -3.056, -2.041)  0.248
H (1.329, -2.779, -0.333)  0.219
H (2.763, -0.947, -3.258)  0.230
H (1.720, 0.468, -2.996)  0.230
H (1.046, -1.043, -3.637)  0.243
H (-2.048, 0.277, -2.611)  0.220
H (-3.447, -0.801, -2.475)  0.230
H (-1.923, -1.436, -3.078)  0.216
H (-1.916, -2.629, 0.438)  0.226
H (-1.586, -3.147, -1.227)  0.213
H (-3.227, -2.745, -0.751)  0.236
H (-4.034, -0.568, 0.429)  0.225
H (-4.129, 0.802, 1.547)  0.216
H (-4.085, -0.846, 2.175)  0.239
H (-0.634, 0.549, 2.655)  0.182
H (-1.814, -0.463, 3.498)  0.239
H (-2.234, 1.196, 3.087)  0.219
H (1.432, -0.980, 2.422)  0.267
H (2.637, 0.297, 2.719)  0.288
H (3.170, -1.378, 2.560)  0.278
H (4.013, -0.376, -0.811)  0.252
H (4.463, -1.434, 0.556)  0.292
H (4.567, 0.315, 0.737)  0.295

Total charge: +3
E_LUMO (spin up / spin down) (eV): -9.767 / -13.508
Expectation value of S²: 8.764
Frontier orbital gap (spin up / spin down) (eV): 8.50 / 4.76
Multiplicity: 6
F_max (eV/Å): 3.2
HOMO energy (spin up / spin down) (eV): -18.26 / -18.26

---

Record 2
# C10H10N2O3

A single C10H10N2O3 molecule (ωB97M-V/def2-TZVPD, OMol25).

Last column: natural (NBO) charge in e.
Positions of all 25 atoms, in Å:
C (2.184, -0.013, -2.792)  -0.643
C (1.234, 0.109, -1.617)  0.144
N (0.006, 0.553, -1.862)  -0.405
C (-0.908, 0.677, -0.887)  0.037
C (-0.552, 0.398, 0.431)  -0.060
C (0.773, -0.056, 0.739)  -0.155
C (1.686, -0.232, -0.331)  0.337
O (2.936, -0.787, -0.095)  -0.678
C (1.163, -0.402, 2.135)  0.104
N (1.066, 0.389, 3.175)  -0.371
C (0.629, 1.810, 3.036)  -0.381
C (-0.877, 2.153, 3.071)  0.782
O (-1.313, 2.853, 3.995)  -0.535
O (-1.706, 1.842, 2.017)  -0.512
C (-1.619, 0.478, 1.529)  -0.106
H (1.794, 0.538, -3.669)  0.252
H (2.234, -1.057, -3.001)  0.228
H (3.182, 0.342, -2.484)  0.194
H (-1.944, 0.927, -1.112)  0.204
H (3.541, -0.537, -0.780)  0.487
H (1.615, -1.377, 2.318)  0.207
H (1.122, 2.430, 3.818)  0.243
H (1.017, 2.227, 2.098)  0.211
H (-2.609, 0.189, 1.143)  0.213
H (-1.423, -0.224, 2.357)  0.203

E_LUMO (eV): -0.096
SMILES string: Cc1ncc2c(c1O)/C=N\CC(=O)OC2
Frontier orbital gap (eV): 9.43
Relative energy (zero: lowest compared OMol25 entry of this formula, charge and spin) (kJ/mol): 117.6
F_max (eV/Å): 3.3
HOMO energy (eV): -9.53

---

Record 3
# C4H8FN3

A single C4H8FN3 molecule (ωB97M-V/def2-TZVPD, OMol25).

Last column: natural (NBO) charge in e.
Positions of all 16 atoms, in Å:
H (0.934, -2.138, -0.102)  0.325
N (1.663, -1.444, -0.324)  -0.740
C (1.228, -0.245, -0.220)  0.444
N (2.068, 0.821, -0.367)  -0.812
C (-0.194, 0.183, 0.100)  -0.009
N (-0.445, 1.591, 0.140)  -0.828
C (-1.038, -0.776, 0.939)  -0.456
C (-1.281, -0.670, -0.511)  0.205
F (-2.408, 0.009, -0.920)  -0.348
H (2.993, 0.609, -0.761)  0.399
H (1.645, 1.706, -0.573)  0.411
H (-0.474, 1.947, 1.107)  0.369
H (-1.324, 1.816, -0.262)  0.381
H (-0.580, -1.660, 1.340)  0.231
H (-1.768, -0.290, 1.589)  0.236
H (-1.019, -1.459, -1.174)  0.192

E_LUMO (eV): 0.940
SMILES string: [H]/N=C(/N)[C@]1(N)C[C@H]1F
Frontier orbital gap (eV): 10.04
Relative energy (zero: lowest compared OMol25 entry of this formula, charge and spin) (kJ/mol): 1.8
F_max (eV/Å): 1.5
HOMO energy (eV): -9.10